129
Properties=species:S:1:pos:R:3:lowdin_charge:R:1 method="wB97M-V/def2-TZVPD" charge=-2 relative_energy_ev=0.306
Cs 0.046 0.165 1.575 1.309
As -2.671 -1.843 1.527 1.154
S 2.398 -1.745 2.408 0.406
S -2.032 2.503 2.846 0.517
O 1.605 -2.492 3.374 -0.353
O 4.476 1.753 -1.196 -0.025
O -1.485 2.029 1.576 -0.739
O 0.804 -3.032 -1.201 -0.087
O -3.426 2.889 2.800 -0.324
O 2.245 -0.291 2.469 -0.716
O 0.717 -5.140 -0.456 -0.053
O 2.243 1.623 -1.541 -0.105
N -0.489 -0.063 5.126 0.131
N 2.125 -0.868 -1.844 0.142
N -0.671 0.627 -3.469 0.198
N -1.831 1.354 3.909 -0.123
N -2.263 2.383 -2.119 0.196
N 1.030 7.465 4.074 0.073
N -0.199 2.289 5.338 0.120
N 2.279 -2.191 0.944 -0.232
C -1.688 4.370 -0.926 -0.214
C -3.389 5.636 0.232 -0.085
C -1.442 4.735 4.336 -0.072
C -0.011 -2.870 -4.406 -0.041
C 6.825 -2.717 3.049 -0.297
C -5.355 -0.512 1.591 -0.166
C 5.839 -3.634 3.398 -0.059
C -1.124 3.979 3.216 -0.290
C -2.060 5.434 -0.118 -0.053
C 5.087 -1.143 2.450 -0.051
C -0.714 -1.739 -3.997 -0.212
C -0.047 -0.519 -3.999 -0.203
C 3.447 -0.396 -1.363 -0.066
C -2.685 3.502 -1.371 -0.220
C -2.009 -2.805 4.160 -0.188
C -3.974 -0.477 0.948 -0.441
C -2.948 -1.812 3.475 -0.453
C -3.784 -3.464 1.279 -0.458
C -0.096 4.377 2.382 -0.057
C 0.539 -0.240 5.932 -0.143
C 0.630 5.526 2.670 -0.031
C 0.797 2.067 6.179 -0.154
C -0.725 5.876 4.625 -0.042
C 1.294 -0.407 -4.392 -0.257
C 1.252 0.804 6.506 -0.077
C -4.361 4.764 -0.230 -0.056
C 1.110 -3.966 -0.398 -0.685
C -2.185 0.908 -5.412 -0.010
C 6.430 -1.470 2.575 -0.049
C -4.146 -3.775 -0.167 -0.186
C -0.808 1.212 4.794 -0.484
C 4.494 -3.315 3.285 -0.059
C 1.306 -2.784 -4.820 -0.077
C -1.582 1.257 -4.072 -0.280
C 1.954 -1.552 -4.812 -0.084
C 2.125 -3.626 0.711 -0.204
C -0.268 4.129 -1.361 -0.018
C -2.128 -1.860 -3.510 -0.018
C 3.406 1.161 -1.360 -0.680
C -2.106 2.473 -3.368 -0.280
C 8.284 -3.072 3.185 -0.072
C 4.115 -2.063 2.815 -0.251
C 0.327 6.279 3.796 -0.330
C -2.332 3.706 -4.208 -0.010
C -5.069 2.718 -1.531 -0.037
C -4.025 3.682 -1.036 -0.212
C 1.980 0.930 -4.315 -0.026
H 3.040 0.833 -4.552 0.087
H 1.539 1.648 -5.013 0.081
H 4.259 -0.757 -1.991 0.118
H 1.878 1.356 -3.313 0.046
H 8.539 -3.298 4.224 0.070
H -0.962 6.463 5.506 0.102
H -4.808 -4.643 -0.236 0.058
H -3.993 -2.050 3.692 0.053
H -4.044 -0.573 -0.139 0.044
H -4.655 -2.933 -0.642 0.050
H 2.133 -1.131 -2.826 0.074
H 8.919 -2.250 2.855 0.065
H 3.078 -4.063 0.376 0.110
H -3.660 6.464 0.875 0.096
H -0.511 -3.831 -4.364 0.118
H 6.127 -4.614 3.766 0.105
H -5.993 0.273 1.174 0.058
H -2.587 -0.891 -3.318 0.066
H -2.212 -3.834 3.847 0.053
H -3.190 -4.284 1.687 0.055
H -0.965 -2.586 3.931 0.036
H -5.286 -0.332 2.664 0.063
H 0.139 3.785 1.508 0.104
H -1.892 -0.095 -5.712 0.075
H 1.818 -4.172 1.605 0.097
H -3.500 0.488 1.141 0.030
H -0.193 4.144 -2.451 0.073
H 1.654 -1.683 -1.321 0.085
H 1.839 -3.676 -5.127 0.098
H -5.965 2.776 -0.912 0.072
H -5.398 4.907 0.050 0.104
H 1.593 0.037 -1.763 0.106
H -5.358 2.934 -2.565 0.074
H 1.959 7.481 3.682 0.077
H -5.857 -1.470 1.434 0.052
H -2.245 4.411 4.985 0.118
H -1.846 1.613 -6.176 0.083
H 0.397 4.895 -0.963 0.080
H -3.249 -3.994 -0.747 0.060
H -3.053 3.506 -5.003 0.074
H 2.993 -1.479 -5.115 0.111
H 0.116 3.149 -1.057 0.079
H 1.040 7.710 5.051 0.073
H 4.783 -0.176 2.068 0.113
H 0.805 -1.274 6.130 0.109
H -4.695 1.694 -1.499 0.067
H -1.394 4.008 -4.682 0.089
H 8.534 -3.952 2.589 0.072
H -2.741 -2.407 -4.230 0.083
H -2.744 -0.801 3.827 0.023
H 1.247 2.956 6.618 0.099
H -2.122 -2.751 5.246 0.061
H -2.697 4.525 -3.592 0.083
H -3.274 0.966 -5.363 0.087
H 1.440 5.831 2.017 0.111
H 2.097 0.638 7.157 0.084
H 3.724 -4.025 3.560 0.108
H 3.576 -0.763 -0.347 0.088
H -2.116 -2.419 -2.577 0.082
H -1.295 6.104 0.255 0.104
H 7.183 -0.743 2.291 0.104
H -4.680 -3.370 1.898 0.049

***

122
Properties=species:S:1:pos:R:3:lowdin_charge:R:1 method="wB97M-V/def2-TZVPD" charge=+1 relative_energy_ev=21.172
F 6.667 1.402 -3.114 0.016
F 6.444 0.487 -0.910 0.010
F 4.859 -0.128 -2.737 0.005
O 5.596 3.400 -1.526 -0.061
O -1.967 -2.389 3.981 -0.304
N 12.110 -1.749 -1.122 0.056
N -3.251 2.893 -8.547 0.056
N -4.859 0.011 6.582 0.047
N 2.291 2.040 -0.583 0.013
N 1.150 0.547 -2.181 -0.020
N 2.058 -0.512 -0.008 0.055
N 2.949 -4.116 5.760 0.039
C -2.027 -0.687 -2.614 -0.225
C 11.203 -2.596 -0.588 -0.149
C -4.658 -0.701 -2.825 -0.206
C 3.378 -6.366 6.522 -0.071
C 1.263 -2.262 3.463 0.096
C 5.658 0.958 -2.089 -0.172
C -6.772 1.481 6.504 -0.075
C -0.241 3.930 -1.463 -0.017
C 2.802 -5.113 6.659 -0.145
C -3.395 3.359 -7.288 -0.154
C 9.390 -1.106 -1.002 -0.085
C 4.149 -6.615 5.391 -0.073
C -0.303 2.733 -2.629 -0.107
C -1.787 2.611 -3.390 -0.033
C -0.685 -1.371 -1.967 -0.169
C 3.705 -4.387 4.673 -0.167
C -3.312 -1.691 -2.778 -0.166
C 1.884 -0.044 1.453 -0.184
C 9.847 -2.324 -0.509 -0.080
C -5.663 -0.906 -1.546 -0.211
C -2.402 4.036 -6.598 -0.095
C -3.172 -2.218 4.843 -0.110
C 3.789 2.078 -0.384 -0.121
C 10.300 -0.211 -1.556 -0.077
C -4.253 5.693 -1.375 -0.123
C -3.010 4.721 -1.818 -0.172
C -4.465 -1.749 0.688 -0.199
C -2.105 -2.820 1.402 -0.175
C -2.058 3.114 -9.142 -0.147
C -4.761 0.281 7.901 -0.145
C 4.318 -5.608 4.446 -0.073
C -1.004 3.776 -8.532 -0.078
C 0.958 1.776 -3.049 -0.121
C -5.864 0.617 5.913 -0.149
C -3.089 3.557 -3.012 -0.021
C -5.622 1.128 8.581 -0.072
C -1.559 4.873 -1.065 -0.021
C 1.792 0.638 -0.945 -0.113
C -2.926 -1.412 1.218 -0.194
C 1.550 -1.302 2.474 -0.048
C 4.676 2.250 -1.750 -0.180
C -6.646 1.739 7.865 -0.075
C -1.184 4.246 -7.235 -0.082
C 0.648 -0.775 -2.712 -0.136
C 11.636 -0.575 -1.594 -0.148
C -4.968 -0.393 -0.117 -0.194
C -2.187 -3.424 2.958 -0.214
H 0.721 1.366 -4.145 0.148
H -0.991 -2.788 0.999 0.084
H -5.106 5.797 -2.204 0.095
H 1.052 -2.863 4.471 0.087
H -3.249 -3.924 3.048 0.126
H -0.692 -1.269 -0.801 0.080
H -2.658 -3.636 0.733 0.110
H -5.923 0.382 4.854 0.096
H -5.497 1.307 9.643 0.104
H -5.226 -0.791 -3.858 0.116
H 9.163 -3.043 -0.072 0.099
H -4.483 -2.666 -0.047 0.088
H 4.616 -7.585 5.248 0.109
H -0.066 3.923 -9.056 0.102
H 0.416 -0.776 -3.872 0.149
H -1.716 -0.255 -3.666 0.097
H 0.741 4.158 -0.870 0.065
H 4.048 2.976 0.351 0.166
H -3.490 -3.292 5.227 0.106
H -3.060 -0.799 2.225 0.120
H -3.944 -0.216 8.416 0.103
H 12.385 0.088 -2.020 0.103
H -4.023 -1.740 4.174 0.086
H 3.809 -3.568 3.967 0.086
H 3.229 -7.129 7.277 0.105
H 1.905 2.454 -3.163 0.122
H -6.590 -0.192 -1.713 0.110
H 4.196 1.103 0.161 0.130
H -4.135 3.446 -3.550 0.101
H -2.277 0.258 -1.931 0.102
H 8.334 -0.856 -0.955 0.077
H -4.279 0.426 -2.776 0.093
H 1.521 -1.568 -2.543 0.148
H 9.976 0.746 -1.948 0.099
H 2.189 -4.871 7.522 0.104
H -6.009 -2.028 -1.508 0.115
H -0.381 4.771 -6.726 0.104
H 2.818 0.597 1.781 0.125
H -1.967 2.731 -10.154 0.104
H 1.757 2.449 0.213 0.118
H 4.035 2.485 -2.702 0.165
H 11.609 -3.532 -0.214 0.102
H -2.945 -1.501 5.763 0.092
H 4.912 -5.771 3.554 0.102
H -1.941 1.833 -4.250 0.084
H -3.256 -2.213 -3.835 0.121
H -4.099 0.357 -0.350 0.092
H -1.485 5.698 -0.221 0.099
H -2.371 -0.696 0.471 0.079
H 1.370 -1.290 -0.086 0.100
H -1.329 -4.234 3.094 0.129
H -3.911 6.790 -1.066 0.095
H 6.168 3.103 -0.748 0.128
H -4.362 3.167 -6.832 0.099
H -5.221 -1.968 1.561 0.118
H -7.559 1.942 5.917 0.102
H -7.340 2.410 8.363 0.108
H -4.769 5.223 -0.417 0.092
H 0.903 0.636 1.426 0.137
H -5.752 0.216 0.545 0.117
H -3.345 -2.464 -1.896 0.104
H -2.574 4.390 -5.588 0.073
H -0.726 -2.536 -2.196 0.141

***

Number 1: frontier orbital gap 6.23 eV, LUMO 0.1299 hartree. Number 2: frontier orbital gap 7.18 eV, LUMO -0.1410 hartree.